A molecular structure, C19H28GaIO2P2 in a non-equilibrium geometry, computed with ωB97M-V/def2-TZVPD.

As for the max |F|: 0.1008 Eh/bohr. As for the relative energy (zero: lowest compared OMol25 entry of this formula, charge and spin): 58.3 kcal per mole. Its LUMO energy (alpha / beta) is -7.76 / -9.34 eV. As for the charge: +2.

Positions of all 53 atoms, in Å:
1 C -3.425 1.531 -0.031
2 H -2.911 2.200 -0.727
3 H -4.604 -1.424 0.344
4 C -3.663 -1.217 0.872
5 H 4.115 1.274 -0.029
6 C 0.096 -1.422 -3.960
7 H -0.884 -1.860 -4.141
8 C 1.523 2.067 3.965
9 H -4.190 -0.456 -1.923
10 C 0.155 2.277 4.131
11 H 2.693 -2.241 1.264
12 H 2.594 2.117 -0.465
13 H 4.172 -1.242 0.998
14 H 2.895 -0.121 -2.319
15 P 2.187 -0.218 0.023
16 H -2.772 0.840 2.832
17 C -1.840 2.760 5.514
18 H 4.256 -0.587 -1.249
19 C -0.352 2.133 1.749
20 C 0.230 -1.263 -2.465
21 H -4.471 1.450 -0.335
22 O 0.208 -0.145 -1.876
23 C 1.847 3.479 5.920
24 H 0.856 -2.106 -4.356
25 H 2.940 1.783 1.239
26 C 3.188 -0.725 -1.453
27 C 3.050 1.394 0.221
28 H 0.059 4.097 6.976
29 O 0.141 3.076 1.197
30 H -3.363 1.976 0.963
31 H 2.946 -0.771 2.244
32 C 0.493 3.490 6.188
33 C -0.412 2.818 5.326
34 H -3.868 -0.792 1.864
35 Ga -0.809 -0.002 2.202
36 H 2.997 -1.777 -1.708
37 C -3.097 -0.568 -1.817
38 P -2.567 -0.097 -0.109
39 H 2.523 4.006 6.591
40 H -3.747 1.966 4.780
41 C -2.189 1.602 3.402
42 C 2.368 2.696 4.869
43 H 0.185 -0.416 -4.473
44 H -3.111 -2.161 1.010
45 C -0.787 1.775 3.123
46 I 0.681 -2.811 -1.275
47 H -2.816 -1.606 -2.048
48 H 3.436 2.669 4.690
49 H -2.300 3.258 6.389
50 H -2.601 0.096 -2.544
51 H 1.893 1.473 3.125
52 C 3.102 -1.223 1.255
53 C -2.684 2.117 4.602



A molecular structure, C13H22Cl9F3N2O4 in a non-equilibrium geometry, computed with ωB97M-V/def2-TZVPD.

As for the max |F|: 0.1255 Eh/bohr. Its LUMO energy is -0.12 eV. As for the charge: 0.

Positions of all 53 atoms, in Å:
1 C -21.753 13.444 -10.158
2 N -15.771 12.411 -10.558
3 H -22.490 13.755 -10.899
4 H -19.371 11.582 -11.586
5 H -22.143 12.801 -9.369
6 H -14.915 10.498 -10.490
7 C -21.749 15.141 -7.460
8 H -19.211 13.739 -12.423
9 H -19.669 12.886 -8.378
10 C -17.027 12.183 -9.837
11 Cl -14.203 15.210 -6.755
12 C -17.768 13.942 -7.727
13 C -14.717 11.487 -10.077
14 Cl -14.210 15.285 -9.786
15 C -14.329 14.282 -8.281
16 H -14.620 13.352 -12.020
17 H -18.110 14.555 -6.893
18 H -17.840 12.805 -10.213
19 H -19.881 14.982 -11.357
20 H -19.009 12.398 -6.850
21 H -17.316 11.132 -9.841
22 H -20.847 14.308 -12.648
23 H -18.183 11.868 -8.228
24 Cl -21.798 16.256 -8.772
25 Cl -20.638 15.475 -3.999
26 C -18.728 12.732 -7.849
27 H -16.753 13.686 -7.424
28 H -14.600 11.457 -8.994
29 C -20.106 14.058 -11.889
30 C -15.635 13.218 -11.617
31 H -19.354 13.816 -4.942
32 H -16.936 12.483 -8.793
33 N -20.605 13.033 -10.930
34 O -17.750 14.569 -9.026
35 F -17.900 17.738 -10.246
36 Cl -22.312 15.971 -5.998
37 Cl -20.156 14.399 -7.209
38 Cl -17.980 14.428 -3.146
39 F -18.034 15.870 -11.342
40 H -13.775 11.751 -10.559
41 C -17.263 16.559 -10.500
42 C -20.236 11.780 -10.934
43 H -21.409 14.351 -9.661
44 O -16.209 16.304 -8.358
45 H -15.258 13.712 -8.254
46 H -22.451 14.320 -7.604
47 C -17.021 15.800 -9.202
48 Cl -13.060 13.032 -8.380
49 O -16.617 13.854 -12.031
50 F -16.069 16.912 -11.091
51 O -20.889 10.905 -10.417
52 C -19.137 14.782 -4.488
53 Cl -18.390 15.894 -5.686



8 unconnected molecules or ions with the total composition C32H88N8O8 in a non-equilibrium geometry, computed with ωB97M-V/def2-TZVPD.

As for the max |F|: 0.0748 Eh/bohr. Its structure (SMILES) is COC[C@H](C)N.COC[C@H](C)N.COC[C@H](C)N.COC[C@H](C)N.COC[C@H](C)N.COC[C@H](C)N.COC[C@H](C)N.COC[C@H](C)N. As for the relative energy (zero: lowest compared OMol25 entry of this formula, charge and spin): 92.2 kcal per mole. Its LUMO energy is 0.49 eV. As for the charge: 0.

Positions of all 136 atoms, in Å:
1 H -6.550 11.657 15.651
2 O -1.692 13.614 14.197
3 C 1.193 9.635 11.004
4 C -6.700 21.887 13.987
5 H -4.993 11.451 10.202
6 H -3.225 20.086 16.454
7 C -1.134 15.093 10.699
8 H -0.317 16.571 15.332
9 H -3.072 18.425 18.506
10 N -5.699 15.739 20.434
11 H -3.457 14.517 13.045
12 H -0.120 5.523 9.216
13 H -5.014 12.567 13.578
14 C 1.708 6.436 9.206
15 O -3.692 18.906 20.502
16 C -6.220 10.257 13.135
17 H -0.176 7.141 9.394
18 O -6.218 22.406 15.224
19 H -4.326 12.748 20.199
20 H -4.348 12.953 11.952
21 O 1.140 8.253 10.798
22 H -1.195 16.492 19.174
23 C -1.809 14.172 18.610
24 H -4.278 10.431 12.400
25 H -4.585 18.401 12.475
26 H -4.511 18.120 10.721
27 H 0.415 15.691 19.099
28 N -5.599 10.859 10.749
29 H -2.207 14.943 10.844
30 H -0.553 15.373 13.144
31 H -2.375 14.972 18.129
32 H -1.346 18.483 10.977
33 H -5.261 17.301 19.179
34 H 1.043 10.196 10.072
35 C -2.762 18.931 19.423
36 H 2.221 6.922 7.288
37 C 2.051 7.794 9.811
38 C -5.100 12.391 12.502
39 H -1.037 13.709 17.983
40 H 3.028 7.627 10.281
41 H -5.896 21.302 13.519
42 C -6.496 18.021 20.838
43 H -2.154 12.167 19.588
44 H -6.077 15.437 19.545
45 C -2.618 14.012 15.224
46 H -0.311 16.288 20.690
47 C -0.699 16.429 11.275
48 H 2.869 17.918 16.941
49 H -4.108 17.580 21.992
50 N 1.191 18.643 14.917
51 H 2.239 5.260 7.491
52 O 1.671 17.674 18.521
53 H 3.602 17.830 19.292
54 C -0.476 15.859 19.705
55 H 2.463 19.089 19.846
56 H 1.807 5.654 9.965
57 H 2.088 18.270 14.639
58 C -3.962 20.893 16.465
59 C -3.491 12.200 18.015
60 H -7.526 21.173 13.949
61 H -4.410 12.691 17.684
62 H 0.494 18.315 14.263
63 H -6.552 11.179 10.640
64 H -5.945 10.182 16.467
65 H -0.547 12.273 15.231
66 C -4.055 17.591 20.903
67 H -3.676 21.470 15.583
68 H -3.426 19.347 11.485
69 H -3.155 16.534 16.508
70 H -6.041 12.919 12.316
71 H -2.024 11.537 14.649
72 C -6.396 10.579 15.555
73 H -4.485 17.009 15.459
74 H -7.181 10.779 13.115
75 H -2.864 11.890 17.179
76 H 0.185 16.871 10.811
77 C 0.808 18.141 16.247
78 C -6.414 21.552 16.367
79 H -4.724 18.982 14.996
80 C -3.934 16.150 15.844
81 C 1.939 18.370 17.300
82 H -0.121 18.640 16.530
83 N -3.926 15.239 13.576
84 H -0.616 14.252 11.156
85 H 2.061 19.450 17.404
86 O -5.602 10.259 14.454
87 H 1.360 16.158 15.543
88 C -5.232 10.907 12.162
89 H -3.342 16.797 20.647
90 H -6.832 22.667 13.239
91 H -2.598 19.975 19.155
92 H -3.903 11.280 18.438
93 H -2.355 16.155 14.553
94 H -6.208 22.148 17.256
95 C -1.273 12.293 14.409
96 H -3.789 21.496 17.358
97 C -2.683 12.971 19.072
98 H 3.639 6.171 8.228
99 H -2.132 17.369 9.900
100 H -1.285 16.795 13.079
101 H -1.030 15.055 9.611
102 H -3.261 13.663 20.954
103 C 2.558 18.042 19.546
104 H -5.558 19.918 17.444
105 H -4.836 15.201 20.521
106 H -6.437 9.210 12.923
107 H -7.454 21.229 16.430
108 O -1.108 14.599 19.744
109 N 0.261 6.393 8.870
110 C -5.368 17.133 20.257
111 N -3.679 13.516 20.042
112 H 2.170 9.992 11.343
113 N -5.570 19.290 15.456
114 H -2.023 14.254 16.107
115 C -1.828 17.502 10.942
116 H -3.925 16.108 13.049
117 C -5.398 20.361 16.456
118 H 2.240 8.555 9.049
119 H -0.705 11.943 13.545
120 N -0.486 16.287 12.718
121 H -6.062 19.827 14.753
122 H -6.350 18.373 21.863
123 H -7.446 17.496 20.948
124 C -3.928 18.385 11.606
125 H -7.365 10.068 15.586
126 C 0.523 16.665 16.020
127 H 0.249 16.290 17.010
128 C -3.141 15.431 14.788
129 C 2.578 6.166 7.993
130 H -6.627 18.926 20.242
131 H -1.806 18.566 19.801
132 H -4.697 15.525 16.312
133 H -3.514 13.420 15.402
134 O -2.933 17.404 11.843
135 H 0.390 9.981 11.652
136 H 2.376 17.467 20.455



A molecular structure, C21H18BrCrN11O8 in a non-equilibrium geometry, computed with ωB97M-V/def2-TZVPD.

As for the max |F|: 0.0323 Eh/bohr. As for the relative energy (zero: lowest compared OMol25 entry of this formula, charge and spin): 3.8 kcal per mole. Its LUMO energy (alpha / beta) is -3.32 / -3.64 eV. Its spin multiplicity is 4. As for the charge: +1.

Positions of all 60 atoms, in Å:
1 H 0.051 2.499 0.822
2 C -5.588 -2.379 2.159
3 C 0.737 -1.440 -2.307
4 N 4.585 0.588 0.337
5 C 0.423 -1.331 -4.695
6 N 0.673 1.071 4.858
7 C -3.309 -1.681 1.750
8 O 1.959 -1.978 2.592
9 C 1.215 -2.152 -1.167
10 H 1.620 -3.155 -1.360
11 C 0.949 4.715 -2.315
12 C -3.913 -4.018 1.618
13 C -0.401 0.469 -3.346
14 H 0.998 0.245 5.363
15 H -5.967 -4.475 2.031
16 C 0.568 0.968 3.541
17 H -1.263 1.542 1.470
18 H -0.359 2.756 3.274
19 N 2.246 4.576 -2.536
20 H -0.647 0.356 -5.472
21 H 0.419 5.415 -2.945
22 C 3.469 -0.021 0.746
23 H 5.546 0.290 0.431
24 Cr 0.533 -0.052 0.745
25 C 2.902 3.684 -1.822
26 H -3.636 -5.046 1.437
27 C 0.899 -1.991 -3.585
28 H 3.959 3.577 -2.013
29 Br -5.209 0.407 2.331
30 H -6.612 -2.126 2.391
31 O -2.423 0.520 2.046
32 C -0.256 -0.106 -4.576
33 O 0.176 -1.309 -6.953
34 O -1.149 -1.006 1.113
35 N 0.964 -0.095 2.826
36 H -0.898 1.421 -3.233
37 H 1.398 -2.940 -3.712
38 O -0.010 0.426 -1.038
39 C -2.968 -3.016 1.518
40 N 1.479 -1.207 3.386
41 C 2.975 1.817 -0.201
42 H 0.369 1.890 5.357
43 H -0.732 4.133 -1.079
44 H -1.946 -3.246 1.254
45 C -5.223 -3.697 1.947
46 C 2.254 2.896 -0.857
47 O 1.233 -1.741 0.000
48 O 1.258 -2.940 -6.058
49 C 0.315 3.998 -1.307
50 N -0.219 1.733 1.474
51 N 0.966 3.104 -0.576
52 N 0.143 2.006 2.803
53 H 3.421 -0.978 1.234
54 N 0.631 -1.906 -6.005
55 C 0.102 -0.155 -2.167
56 N 4.288 1.736 -0.256
57 N 2.426 0.730 0.431
58 C -4.635 -1.376 2.065
59 C -2.251 -0.643 1.639
60 O 1.458 -1.358 4.590



A single C2H6N2O2 molecule in a non-equilibrium geometry, computed with ωB97M-V/def2-TZVPD.

As for the max |F|: 0.1310 Eh/bohr. Its structure (SMILES) is C/C(=N\O)NO. As for the relative energy (zero: lowest compared OMol25 entry of this formula, charge and spin): 155.3 kcal per mole. Its LUMO energy is 0.48 eV. As for the charge: 0.

Positions of all 12 atoms, in Å:
1 H -0.954 1.430 -0.962
2 H 0.626 1.890 -0.094
3 H 1.437 -1.819 -0.585
4 N -0.917 -1.125 0.000
5 C -0.275 1.139 -0.189
6 O 2.305 0.049 0.135
7 N 1.301 -0.770 -0.321
8 H 2.311 -0.690 1.024
9 O -2.171 -0.187 0.039
10 H -2.810 -0.982 0.354
11 C -0.002 -0.312 -0.237
12 H -0.851 1.378 0.834



A molecular structure, C14H20MnN3O11P2S in a non-equilibrium geometry, computed with ωB97M-V/def2-TZVPD.

As for the max |F|: 0.0227 Eh/bohr. Its LUMO energy (alpha / beta) is -3.42 / -2.19 eV. Its spin multiplicity is 5. As for the charge: 0.

Positions of all 52 atoms, in Å:
1 C -5.052 -0.086 3.984
2 H 1.428 0.432 1.632
3 H -3.354 -0.237 0.882
4 N -0.062 0.055 0.246
5 H 2.520 -4.544 -0.707
6 C 0.365 0.272 1.505
7 O -6.991 1.168 2.962
8 C -0.489 0.307 2.579
9 C -1.386 -0.118 0.044
10 O 1.959 1.503 -4.765
11 O 0.651 1.493 -2.542
12 C 3.240 2.534 -2.547
13 O 0.757 -1.820 -1.534
14 H 4.097 3.991 -3.866
15 C -1.860 0.115 2.380
16 H 4.490 2.312 -4.290
17 P 1.649 2.221 -3.390
18 O 1.100 3.631 -3.852
19 H 3.133 -2.934 -1.128
20 O 2.849 3.565 -1.626
21 C -3.616 0.275 5.693
22 O 3.018 -0.174 -2.557
23 H -0.078 0.482 3.561
24 H 2.810 3.201 -0.732
25 H -1.544 0.478 5.162
26 H 5.274 3.072 -2.896
27 H 1.076 -2.772 0.257
28 H -3.467 0.405 6.759
29 C -2.296 -0.092 1.066
30 O 5.135 0.784 -1.426
31 H -1.691 -0.282 -0.981
32 H -0.076 -4.812 -0.317
33 O 2.736 1.006 -0.420
34 P 3.702 1.005 -1.601
35 H 0.936 4.243 -3.114
36 Mn 1.207 -0.146 -1.198
37 C -2.851 0.122 3.460
38 S -6.787 -0.222 3.334
39 O -7.577 -0.694 4.442
40 H 3.681 -0.706 -3.023
41 H 1.173 1.074 -5.140
42 N -4.106 -0.072 3.061
43 O -6.670 -1.141 2.222
44 N -4.869 0.076 5.294
45 C 4.348 3.010 -3.464
46 C -2.551 0.311 4.805
47 H -1.116 -3.452 -0.776
48 H -0.212 -4.334 -2.021
49 C -0.180 -3.967 -0.995
50 C 0.995 -3.015 -0.813
51 C 2.312 -3.638 -1.274
52 H 2.242 -3.888 -2.333



11 unconnected molecules or ions with the total composition C15H52O11 in a non-equilibrium geometry, computed with ωB97M-V/def2-TZVPD.

As for the max |F|: 0.0438 Eh/bohr. Its structure (SMILES) is CC(C)O.CC(C)O.CO.CO.CO.CO.CO.CO.CO.CO.CO. As for the relative energy (zero: lowest compared OMol25 entry of this formula, charge and spin): 93.4 kcal per mole. Its LUMO energy is 0.51 eV. As for the charge: 0.

Positions of all 78 atoms, in Å:
1 H -11.335 -9.663 0.614
2 H -14.258 -9.957 0.990
3 H -17.025 -11.644 -1.698
4 H -19.567 -8.511 0.636
5 C -16.414 -11.369 -2.566
6 H -13.867 -9.200 -3.349
7 H -12.652 -13.903 2.354
8 C -11.422 -9.440 -1.317
9 O -19.615 -8.662 3.431
10 H -19.834 -9.380 -0.838
11 H -14.063 -12.195 5.423
12 H -15.681 -9.739 2.768
13 H -11.038 -7.309 2.901
14 H -17.058 -11.932 4.201
15 H -17.522 -9.520 -0.457
16 C -12.885 -12.143 3.602
17 H -13.261 -10.629 5.130
18 H -14.765 -11.150 4.160
19 C -13.798 -11.466 4.668
20 C -15.068 -5.617 -3.022
21 H -15.614 -8.374 -2.136
22 H -11.296 -12.579 -1.120
23 C -19.408 -9.492 0.170
24 H -12.191 -10.434 2.789
25 H -20.124 -8.785 4.232
26 H -15.286 -9.659 -4.383
27 O -18.125 -10.004 0.142
28 H -12.709 -12.105 0.910
29 O -14.667 -6.564 -2.032
30 O -15.092 -8.957 2.724
31 H -16.789 -4.870 -0.166
32 H -18.281 -10.822 3.496
33 H -17.731 -8.151 2.998
34 C -14.580 -9.974 -3.561
35 H -11.294 -13.768 0.098
36 H -18.119 -12.476 2.856
37 H -18.567 -7.009 4.123
38 H -15.024 -5.287 1.623
39 C -13.394 -13.483 3.070
40 H -12.367 -9.972 -1.327
41 H -15.894 -6.694 1.849
42 H -11.660 -8.598 -1.984
43 O -12.487 -8.626 3.441
44 H -20.041 -10.234 0.605
45 O -16.441 -5.695 0.143
46 C -12.116 -7.431 2.718
47 C -17.552 -11.649 3.248
48 H -16.719 -5.225 2.183
49 O -12.679 -11.226 2.548
50 H -12.626 -6.521 3.178
51 H -14.388 -13.382 2.590
52 H -15.098 -6.287 -1.207
53 H -15.603 -8.725 0.680
54 O -12.954 -12.442 0.011
55 O -11.138 -8.956 0.009
56 C -16.027 -5.687 1.493
57 H -10.545 -9.971 -1.700
58 H -14.374 -4.737 -2.938
59 H -16.028 -12.340 -2.844
60 C -14.690 -8.989 1.308
61 H -14.715 -10.619 -1.482
62 C -18.379 -8.070 3.869
63 H -14.971 -6.000 -4.067
64 H -16.106 -5.292 -2.926
65 O -16.515 -11.262 2.314
66 H -11.921 -12.336 4.074
67 H -17.988 -8.674 4.659
68 C -15.370 -10.295 -2.280
69 H -17.054 -10.981 -3.410
70 C -11.974 -13.228 -0.588
71 H -13.444 -8.592 3.622
72 H -12.411 -7.344 1.666
73 H -13.917 -8.224 1.168
74 H -14.031 -10.885 -3.844
75 O -16.125 -9.135 -1.821
76 H -16.999 -10.946 1.533
77 H -12.404 -13.911 -1.311
78 H -13.365 -14.289 3.854